1.
57
Properties=species:S:1:pos:R:3:lowdin_spin:R:1 method="wB97M-V/def2-TZVPD" mol_weight_g_mol=554.6 multiplicity=5 e_tot_ha=-1214.6879 s2=6.0371 charge=+2
Pt 0.04347 -0.77891 -1.33478 1.191
C 2.91401 -0.10525 -1.48472 0.012
N 1.73372 0.65831 -1.94432 0.178
C 1.65010 0.62448 -3.41753 0.035
C 1.83452 2.04346 -1.44788 0.010
C -0.81384 2.36070 -1.68336 0.054
C -1.79675 3.29261 -2.28124 0.024
C -2.96119 2.88111 -2.78358 0.002
C -3.27993 1.47090 -2.90283 0.021
C -2.44120 0.51903 -2.48421 0.049
C -1.18960 0.82800 -1.77248 0.247
H 3.84238 0.34626 -1.85192 0.006
H 2.86777 -1.12223 -1.87063 0.002
H 2.94137 -0.12179 -0.39723 0.001
H 2.60518 0.92266 -3.85933 0.007
H 0.87011 1.30336 -3.75819 0.003
H 1.41012 -0.38294 -3.76099 0.013
H 2.59388 2.54652 -2.05574 0.006
H 2.23055 1.99063 -0.43549 0.001
H -1.52273 4.34047 -2.31516 0.002
H -3.65055 3.60852 -3.19152 0.000
H -4.19107 1.18498 -3.41281 0.002
H -2.64564 -0.51702 -2.71830 0.009
C 0.80279 -0.02014 4.68428 0.012
C 1.51300 -0.68869 3.49238 0.019
C 0.72578 -1.83406 2.90301 0.163
C 0.71544 -3.01173 3.60740 0.010
C 0.18038 -4.17866 3.07042 0.253
C -0.32818 -4.19411 1.74580 0.047
C -0.38115 -3.06477 0.99816 0.098
C -0.99432 -3.13608 -0.37438 0.039
C -2.46239 -2.70650 -0.41989 0.014
C 0.05820 -1.81208 1.59054 0.234
N -0.14943 -0.69683 0.85852 0.401
C -0.28511 0.55676 1.40317 0.345
C -0.59973 1.66653 0.61488 0.127
C -0.07608 3.00190 0.92414 0.007
C 0.47100 3.65809 -0.10071 0.057
C 0.56922 2.96054 -1.45583 0.008
N -1.25916 1.59750 -0.53880 0.227
H 1.41741 0.78715 5.07984 0.001
H 0.64103 -0.74137 5.48456 0.000
H -0.17579 0.38590 4.42059 0.000
H 2.45222 -1.10751 3.85625 0.004
H 1.79165 0.03968 2.73436 0.002
H 1.18873 -3.03773 4.58153 -0.002
H 0.19771 -5.09587 3.64493 0.011
H -0.69419 -5.12498 1.32987 0.000
H -0.89357 -4.15308 -0.75151 0.003
H -0.35606 -2.57158 -1.12940 0.023
H -3.04056 -3.34966 0.24494 0.000
H -2.86384 -2.82038 -1.42565 0.001
H -2.60112 -1.67497 -0.09827 0.003
H -0.13370 0.72989 2.45730 0.016
H -0.08595 3.38498 1.93736 0.000
H 0.89615 4.64639 0.02401 0.002
H 0.71496 3.71167 -2.22958 0.002



2.
23
Properties=species:S:1:pos:R:3:lowdin_charge:R:1 method="wB97M-V/def2-TZVPD" smiles="CN1C[C@@H](S)[N+](C)(C)C1=S" mol_weight_g_mol=177.3 e_tot_ha=-1141.9362 charge=+1
C 1.70144 2.27119 -0.23613 -0.082
N 0.55316 1.56868 0.34035 -0.084
C 0.91786 0.45484 1.26035 -0.163
C 0.67918 -0.83364 0.51781 -0.579
S 0.31696 -2.28084 1.41490 0.936
N -0.55622 -0.47144 -0.34824 -0.342
C -0.80596 -1.43020 -1.41800 -0.039
C -1.87158 -0.55853 0.41059 0.027
C -0.29590 0.80340 -0.88682 -0.698
S -0.66984 1.50270 -2.24228 0.962
H 1.44788 2.51368 -1.22373 0.013
H 1.71225 3.33219 0.20482 0.134
H 2.49951 1.60986 -0.15003 0.070
H 0.22726 0.56837 2.01533 0.093
H 1.93414 0.49038 1.57449 0.131
H 1.51136 -1.27087 -0.13005 0.143
H -0.21011 -1.65466 2.43071 -0.096
H -1.44324 -0.94638 -2.19364 0.099
H 0.20370 -1.66435 -1.77976 0.128
H -1.27021 -2.26974 -1.06511 0.073
H -1.86934 -1.51898 0.79627 0.040
H -2.09159 0.37094 0.98783 0.153
H -2.62072 -0.58660 -0.27968 0.080



3.
16
Properties=species:S:1:pos:R:3:lowdin_charge:R:1 method="wB97M-V/def2-TZVPD" smiles=CC.CC mol_weight_g_mol=60.1 e_tot_ha=-159.5626
C 0.42698 0.68014 -2.33965 -0.187
C 1.28238 1.40096 -1.33905 -0.187
H 0.24636 1.30913 -3.23720 0.062
H 0.81368 -0.28722 -2.70138 0.066
H -0.65350 0.56928 -2.03657 0.075
H 0.93993 1.29042 -0.29809 0.041
H 1.16786 2.48566 -1.32560 0.063
H 2.34027 1.15066 -1.38871 0.066
C -1.34910 -1.65618 1.90441 -0.169
C -0.32915 -0.51894 1.80234 -0.180
H -2.29774 -1.32702 2.34899 0.064
H -1.64479 -1.98084 0.88303 0.063
H -0.82580 -2.52848 2.30447 0.060
H 0.07580 -0.31086 0.81766 0.027
H 0.59391 -0.67965 2.38838 0.066
H -0.78711 0.40293 2.21697 0.070



4.
99
Properties=species:S:1:pos:R:3:lowdin_charge:R:1 method="wB97M-V/def2-TZVPD" mol_weight_g_mol=761.9 e_tot_ha=-2514.1954 charge=+1
C 6.86223 -4.09241 1.91055 -0.053
C 5.72166 -2.93510 1.57161 -0.214
F 6.50612 -1.69751 1.20653 -0.124
C 4.82439 -3.34565 0.26233 -0.002
C 4.78510 -2.34003 -1.03201 0.100
C 3.85911 -2.77565 -2.35494 -0.018
C 3.84709 -1.66792 -3.58830 -0.102
C 3.08121 -0.33853 -3.01054 -0.242
O 1.93768 0.12235 -3.81803 -0.127
N 3.07844 -4.08815 -2.38599 -0.010
C 2.24131 -4.51459 -3.57172 -0.141
C 3.02494 -5.75750 -4.30389 -0.194
C 3.62741 -5.41430 -5.79194 -0.183
C 4.11479 -6.88120 -6.43043 -0.155
C 3.20414 -7.65593 -7.55864 -0.034
C 3.69740 -9.09792 -8.16869 -0.067
C 5.09159 -9.85072 -7.71545 -0.054
C 5.98556 -9.07315 -6.53668 -0.065
C 5.51383 -7.62207 -5.91409 -0.043
C 3.09153 -5.06091 -1.18838 -0.032
O 2.29817 -6.33388 -1.21743 -0.037
C 3.94685 -4.72947 0.20684 -0.016
C 3.82705 -5.83257 1.41785 -0.127
C 2.26036 -5.70445 1.98940 -0.138
N 1.72944 -4.41097 1.90697 0.049
H 6.61206 -5.00115 1.20366 0.080
H 6.63917 -4.44269 3.01548 0.096
H 7.96326 -3.73944 1.72963 0.107
H 5.06769 -2.64257 2.50925 0.170
H 5.37537 -1.30900 -1.06049 0.135
H 4.98658 -1.35299 -3.74287 0.139
H 3.43096 -2.08515 -4.59920 0.119
H 3.84421 0.54620 -2.80107 0.141
H 2.63441 -0.61908 -1.94126 0.132
H 1.37107 0.65247 -3.15305 0.122
H 1.21156 -4.96624 -3.17110 0.152
H 1.94405 -3.65234 -4.30686 0.138
H 2.28614 -6.69411 -4.32935 0.136
H 3.94932 -6.12675 -3.64765 0.119
H 2.78825 -4.91401 -6.44313 0.118
H 4.54373 -4.66476 -5.66068 0.125
H 2.19926 -7.15756 -7.90346 0.090
H 3.01843 -9.61649 -8.97698 0.085
H 5.45914 -10.87364 -8.17766 0.091
H 6.96841 -9.62822 -6.18866 0.084
H 6.20846 -7.13790 -5.08507 0.085
H 2.87174 -7.05541 -1.65338 0.146
H 4.63116 -5.73183 2.26200 0.111
H 3.86753 -6.90397 0.89442 0.127
H 1.63420 -6.61823 2.38055 0.129
H 0.74854 -4.41939 2.26780 0.045
C -4.01713 1.83146 -3.87790 -0.058
C -5.21860 2.22770 -3.29099 -0.053
C -5.20800 3.07725 -2.18355 0.010
C -3.99105 3.52268 -1.65335 -0.084
C -2.78928 3.10676 -2.22510 -0.087
C -2.80246 2.26829 -3.34738 0.002
C -1.49896 3.53035 -1.64396 -0.280
O -0.44286 3.16831 -2.14775 0.078
C -1.49984 4.38872 -0.44260 -0.088
C -0.28432 4.75030 0.15289 0.004
C -0.27564 5.57280 1.28149 -0.050
C -1.47675 6.04300 1.81169 -0.040
C -2.68935 5.67983 1.22385 0.004
C -2.70091 4.84291 0.10012 -0.080
C -3.98999 4.43543 -0.49282 -0.275
O -5.04627 4.84447 -0.02467 0.096
H -4.02557 1.17678 -4.74660 0.108
H -6.16492 1.87700 -3.69676 0.110
H -6.15000 3.38663 -1.73377 0.124
H -1.86845 1.95044 -3.80741 0.116
H 0.65806 4.39008 -0.25672 0.118
H 0.66908 5.84807 1.74540 0.110
H -1.46996 6.68960 2.68649 0.112
H -3.62332 6.04679 1.64626 0.110
C -5.39349 8.58734 9.50517 -0.055
C -4.17008 8.86143 8.89431 -0.056
C -3.84072 8.24809 7.68451 0.005
C -4.73279 7.34793 7.08921 -0.087
C -5.94526 7.05525 7.71241 -0.085
C -6.28165 7.68530 8.91764 0.009
C -6.87209 6.06997 7.11886 -0.278
O -7.93895 5.81496 7.66384 0.100
C -6.49092 5.39052 5.86462 -0.085
C -7.33378 4.41199 5.32157 0.009
C -6.98723 3.77404 4.12857 -0.052
C -5.80605 4.11702 3.47127 -0.048
C -4.96180 5.08745 4.01289 0.009
C -5.30058 5.71833 5.21727 -0.081
C -4.38370 6.71758 5.80051 -0.276
O -3.34314 7.01626 5.22586 0.086
H -5.65420 9.07231 10.44334 0.109
H -3.47244 9.55482 9.35872 0.109
H -2.88608 8.47085 7.21076 0.121
H -7.23243 7.47207 9.40303 0.123
H -8.25935 4.14061 5.82681 0.123
H -7.64059 3.01078 3.71141 0.109
H -5.53939 3.62542 2.53818 0.101
H -4.03889 5.34650 3.49664 0.089